[1]
The following is a DFT calculation (wB97M-V/def2-TZVPD) of 2 unconnected molecules or ions with the total composition C2N3O3S.

Calculated values
LUMO: 3.13 eV
2S+1: 1
net charge: -1
relative energy (zero: lowest compared OMol25 entry of this formula, charge and spin): 44.7 kcal per mole
energy: -864.3461 hartree
highest occupied orbital energy: -0.192 Ha
gap between HOMO and LUMO: 8.353 eV

Each line ends with the natural charge from an NBO analysis.
Cartesian coordinates (Å):
N  0.9879  -0.3844  -1.1317  0.62
C  -0.4645  1.2648  -0.4075  0.43
O  0.4914  -0.5905  1.8691  -0.47
N  -1.0919  2.2144  -0.2583  -0.50
O  1.8811  0.3802  -1.5325  -0.52
N  -0.0158  0.0704  -0.5334  -0.50
O  1.0912  -1.6223  -1.1850  -0.50
C  -0.6580  -0.6436  1.6633  0.48
S  -2.2215  -0.6889  1.5160  -0.03

Force components x, y, z for each atom (eV/Å):
2.784 -0.285 -0.495
0.893 0.120 -1.111
-1.832 -0.370 0.385
-0.719 1.685 0.424
0.244 0.020 -0.581
-3.177 -1.128 0.914
0.066 0.112 -0.330
1.577 0.016 0.537
0.164 -0.169 0.257

[2]
The following is a DFT calculation (wB97M-V/def2-TZVPD) of a gas-phase ion, C2NO2S (charge -1).

Calculated values
LUMO (spin up / spin down): 3.35 / 1.40 eV
⟨S²⟩: 2.01
2S+1: 3
net charge: -1
energy: -679.5409 hartree
highest occupied orbital energy (spin up / spin down): -0.018 / -0.196 Ha
gap between HOMO and LUMO (spin up / spin down): 3.834 / 6.739 eV

Each line ends with the Mulliken spin population.
Cartesian coordinates (Å):
O  0.5066  1.4288  0.4423  0.30
N  -2.3155  0.0637  -0.0479  0.01
C  0.9461  0.3374  0.1200  0.51
O  -0.1694  -0.9178  -0.1731  0.00
S  2.3411  -0.4427  -0.1729  1.18
C  -1.3089  -0.4695  -0.1684  0.00

Force components x, y, z for each atom (eV/Å):
-0.220 0.988 0.260
-2.366 0.703 -0.129
-1.730 -0.117 0.179
2.084 -0.967 -0.236
2.419 -1.004 -0.459
-0.186 0.398 0.384

[3]
The following is a DFT calculation (wB97M-V/def2-TZVPD) of C2O2S in the gas phase.

Calculated values
LUMO: -1.57 eV
2S+1: 1
relative energy (zero: lowest compared OMol25 entry of this formula, charge and spin): 65.4 kcal per mole
energy: -624.7883 hartree
highest occupied orbital energy: -0.401 Ha
gap between HOMO and LUMO: 9.337 eV

Each line ends with the natural charge from an NBO analysis.
Cartesian coordinates (Å):
S  -0.1094  0.0060  2.2825  0.33
O  0.0571  -1.1926  -0.5800  -0.53
O  0.1314  0.8566  -1.6083  -0.55
C  0.0138  -0.0437  -0.8589  0.82
C  -0.0929  0.3737  0.7647  -0.08

Force components x, y, z for each atom (eV/Å):
0.039 0.793 -2.458
-0.182 -2.854 -0.178
-0.257 0.135 -1.043
0.735 2.347 -0.556
-0.335 -0.421 4.235

[4]
The following is a DFT calculation (wB97M-V/def2-TZVPD) of C2O4S in the gas phase.

Calculated values
LUMO: -1.15 eV
2S+1: 1
relative energy (zero: lowest compared OMol25 entry of this formula, charge and spin): 12.4 kcal per mole
energy: -775.2992 hartree
highest occupied orbital energy: -0.373 Ha
gap between HOMO and LUMO: 9.007 eV

Each line ends with the natural charge from an NBO analysis.
Cartesian coordinates (Å):
O  -2.3472  -0.0325  0.6547  -0.85
O  -0.1814  1.3769  0.0178  -0.64
S  -1.5665  0.3100  -0.5110  1.32
O  2.0256  0.7376  0.0006  -0.48
C  0.8581  0.5352  0.0049  0.67
C  0.0555  -0.7754  -0.2310  0.36
O  0.1452  -1.9036  -0.0364  -0.38

Force components x, y, z for each atom (eV/Å):
-0.496 -0.026 0.161
-0.818 0.107 -0.351
1.690 0.470 0.578
-0.412 0.104 0.313
0.213 -0.440 -0.607
-0.520 1.470 -0.276
0.342 -1.686 0.182